# 1
DFT (ωB97M-V/def2-TZVPD) results for a molecular structure, C41H37Cl5P2Ti.

Positions of all 86 atoms, in Å:
Ti1 0.000 0.000 0.000
Cl1 -2.307 1.324 -1.940
Cl2 -4.493 3.513 -1.123
Cl3 -2.543 3.468 4.011
Cl4 -0.411 1.307 3.172
Cl5 -4.592 4.583 1.867
P1 1.434 -7.069 -6.626
P2 2.203 -9.083 -3.545
C1 1.576 -4.823 -4.976
C2 1.676 -3.468 -4.668
C3 1.860 -7.398 -11.223
C4 2.643 -1.144 -0.945
C5 -1.527 1.926 1.968
C6 3.633 -11.338 -2.508
C7 3.281 -8.253 -4.747
C8 2.908 -7.092 -9.065
C9 1.621 -5.263 -6.309
C10 1.658 -7.182 -8.437
C11 -2.390 1.944 -0.299
C12 1.735 -4.308 -7.328
C13 2.644 0.228 -1.662
C14 2.966 -10.760 -3.595
C15 4.027 -7.989 -1.647
C16 4.142 -12.635 -2.598
C17 1.797 -2.525 -5.691
C18 -1.472 1.461 0.639
C19 3.330 -12.803 -4.863
C20 -3.392 3.378 1.395
C21 3.395 -7.483 0.631
C22 1.877 2.309 0.585
C23 3.004 -7.638 -5.915
C24 4.355 -7.502 -0.382
C25 -2.484 2.884 2.345
C26 1.867 -1.163 0.353
C27 -1.130 -1.363 1.087
C28 2.730 -8.451 -1.912
C29 0.512 -7.380 -9.220
C30 0.611 -7.479 -10.606
C31 3.008 -7.206 -10.451
C32 2.104 -7.949 0.378
C33 -3.347 2.903 0.071
C34 4.000 -13.368 -3.776
C35 1.771 -8.422 -0.889
C36 1.317 0.962 -1.556
C37 1.819 -2.950 -7.019
C38 2.807 -11.516 -4.768
C39 2.643 1.134 1.241
C40 1.833 -0.150 1.306
C41 1.003 1.902 -0.581
H1 1.419 -0.403 2.280
H2 1.353 -7.928 1.162
H3 3.583 0.950 0.712
H4 4.774 -8.011 -2.435
H5 1.455 -5.547 -4.173
H6 1.649 -3.147 -3.630
H7 1.764 -4.628 -8.365
H8 1.508 -2.144 0.657
H9 4.335 -8.395 -4.503
H10 3.855 -7.309 -6.513
H11 1.941 -7.488 -12.303
H12 1.867 -1.467 -5.453
H13 1.225 2.767 1.336
H14 4.658 -13.068 -1.746
H15 -1.398 -2.200 0.429
H16 3.759 -10.773 -1.590
H17 3.982 -7.150 -10.928
H18 0.759 -8.755 -1.101
H19 3.679 -1.475 -0.774
H20 0.176 2.579 -0.789
H21 3.206 -13.369 -5.782
H22 2.868 0.063 -2.722
H23 2.187 -1.888 -1.607
H24 3.799 -6.937 -8.465
H25 0.694 0.948 -2.447
H26 2.917 1.426 2.260
H27 -0.284 -7.635 -11.203
H28 2.264 -11.094 -5.612
H29 4.401 -14.376 -3.845
H30 -2.059 -0.910 1.448
H31 -0.571 -1.761 1.943
H32 3.652 -7.100 1.615
H33 3.447 0.860 -1.274
H34 1.909 -2.223 -7.822
H35 5.358 -7.133 -0.190
H36 -0.455 -7.475 -8.732
H37 2.589 3.089 0.274

Calculated values
multiplicity: 3
expectation value of S²: 2.007
charge: 0
energy above the lowest of the compared OMol25 structures with the same formula, charge and spin: 0.0000 eV

---

# 2
DFT (ωB97M-V/def2-TZVPD) results for a molecular structure, C41H37F2N5P2PtS2.

Positions of all 90 atoms, in Å:
Pt1 11.269 16.604 9.884
S1 11.948 19.197 9.011
S2 9.334 12.886 8.011
P1 12.587 12.821 9.807
P2 13.201 15.678 9.109
F1 13.223 15.794 14.845
F2 8.788 16.614 14.636
N1 13.488 13.957 8.747
N2 14.274 20.389 8.323
N3 9.451 17.488 10.543
N4 10.129 15.424 8.861
N5 13.855 20.339 10.575
C1 9.933 16.120 14.036
C2 15.322 17.304 5.908
C3 15.796 21.664 9.868
C4 14.962 17.053 7.249
C5 9.711 14.335 8.476
C6 14.683 13.093 13.351
C7 16.857 16.586 11.860
C8 12.270 15.389 12.657
C9 13.151 16.419 5.175
C10 13.532 13.563 7.322
C11 14.590 16.138 10.233
C12 10.818 15.418 14.774
C13 15.777 17.447 11.913
C14 13.761 13.170 14.334
C15 12.143 15.140 14.191
C16 14.327 12.980 11.932
C17 12.148 13.848 12.444
C18 8.585 18.050 9.660
C19 13.728 16.428 7.537
C20 6.782 17.237 11.047
C21 12.424 13.622 13.976
C22 13.072 13.223 11.474
C23 14.460 16.963 4.871
C24 13.146 8.811 9.541
C25 14.618 17.255 11.084
C26 15.581 21.012 8.515
C27 7.688 16.725 11.966
C28 13.448 20.008 9.326
C29 7.218 17.844 9.870
C30 10.107 16.471 12.611
C31 15.272 20.651 10.877
C32 14.818 11.081 9.390
C33 12.768 16.292 6.511
C34 15.707 15.336 10.089
C35 11.280 16.173 11.947
C36 16.809 15.536 10.958
C37 9.029 16.954 11.724
C38 12.638 10.083 9.818
C39 15.381 9.814 9.243
C40 14.552 8.706 9.294
C41 13.460 11.206 9.663
H1 7.361 16.223 12.876
H2 15.846 19.657 10.866
H3 15.338 20.967 11.946
H4 15.738 21.715 7.713
H5 17.649 14.851 10.898
H6 14.952 7.679 9.231
H7 15.476 11.981 9.334
H8 15.796 14.547 9.359
H9 12.511 16.059 4.341
H10 12.551 7.874 9.637
H11 9.013 18.488 8.754
H12 6.520 18.198 9.167
H13 12.591 13.728 6.816
H14 16.320 20.184 8.403
H15 15.751 12.991 13.562
H16 5.699 17.142 11.290
H17 13.875 12.510 7.269
H18 11.055 13.688 12.264
H19 17.720 16.725 12.487
H20 16.307 17.687 5.700
H21 13.246 19.970 11.285
H22 14.014 20.008 7.390
H23 11.594 10.288 10.198
H24 13.294 15.678 12.424
H25 10.687 15.217 15.842
H26 13.732 17.899 11.235
H27 14.749 17.245 3.838
H28 15.659 17.316 8.067
H29 15.287 22.628 9.959
H30 16.862 21.808 10.109
H31 14.007 13.065 15.376
H32 16.464 9.767 9.126
H33 14.311 14.150 6.830
H34 11.770 15.994 6.738
H35 11.599 13.054 14.469
H36 15.758 18.298 12.587
H37 15.133 12.603 11.301

Calculated values
multiplicity: 5
expectation value of S²: 6.052
charge: +2
energy above the lowest of the compared OMol25 structures with the same formula, charge and spin: 0.0000 eV

---

# 3
DFT (ωB97M-V/def2-TZVPD) results for a molecular structure, C41H37F5P2SV.

Positions of all 87 atoms, in Å:
V1 -0.060 0.311 0.192
S1 0.739 0.726 2.217
P1 2.165 0.466 -9.712
P2 0.131 -2.406 -9.447
F1 -1.642 0.552 6.713
F2 -1.839 -2.183 6.696
F3 0.320 -2.320 2.454
F4 -0.464 1.855 4.625
F5 -0.838 -3.606 4.587
C1 -2.475 0.474 -1.523
C2 -0.351 -0.787 -10.096
C3 -1.940 -3.222 -11.222
C4 3.520 3.137 -12.641
C5 -0.022 -0.189 3.506
C6 3.176 2.605 -11.393
C7 -1.830 2.468 0.580
C8 -2.076 -5.444 -12.182
C9 -0.269 1.693 -1.357
C10 1.966 0.216 -0.239
C11 1.361 3.934 -7.613
C12 -2.383 1.283 1.424
C13 -0.902 -5.802 -11.508
C14 -0.239 -4.873 -10.705
C15 0.402 0.349 -10.070
C16 -1.955 -0.438 -0.440
C17 1.236 2.858 -8.497
C18 -0.763 -3.573 -10.547
C19 2.748 1.274 -11.286
C20 -1.240 -1.545 5.670
C21 -2.039 -0.078 0.941
C22 3.461 3.036 -6.805
C23 -0.135 -1.594 3.514
C24 -0.539 0.502 4.617
C25 -1.387 1.277 -2.255
C26 -2.348 -2.424 -5.511
C27 -0.497 2.297 -0.071
C28 3.090 0.992 -13.678
C29 2.465 4.020 -6.760
C30 3.348 1.965 -7.691
C31 -0.728 -2.261 4.583
C32 3.487 2.331 -13.785
C33 -1.223 -1.603 -5.666
C34 -1.978 -3.352 -7.721
C35 -0.492 -1.637 -6.853
C36 2.726 0.466 -12.440
C37 -2.591 -4.153 -12.037
C38 -2.727 -3.292 -6.541
C39 -1.143 -0.152 5.680
C40 -0.877 -2.502 -7.896
C41 2.234 1.879 -8.550
H1 2.540 -0.433 0.444
H2 -3.505 -3.863 -12.556
H3 -2.930 -2.384 -4.589
H4 3.810 4.185 -12.720
H5 3.060 0.359 -14.566
H6 -2.266 -4.048 -8.508
H7 -1.851 2.154 -2.740
H8 -3.611 -3.921 -6.432
H9 3.764 2.745 -14.756
H10 0.371 -0.983 -6.983
H11 -1.741 3.317 1.284
H12 0.236 3.067 0.216
H13 1.914 -0.208 -1.259
H14 4.330 3.106 -6.149
H15 -0.985 0.689 -3.097
H16 0.662 1.960 -1.871
H17 2.376 1.239 -0.260
H18 -2.362 -2.228 -11.109
H19 -3.253 1.163 -1.147
H20 4.117 1.194 -7.733
H21 -2.992 -0.139 -2.279
H22 -1.369 -0.712 -10.497
H23 -1.991 -1.512 -0.674
H24 -0.064 1.288 -10.404
H25 -2.248 -0.887 1.654
H26 -0.502 -6.813 -11.612
H27 3.226 3.239 -10.508
H28 2.404 -0.573 -12.363
H29 -2.588 -6.169 -12.818
H30 0.367 2.792 -9.146
H31 -0.920 -0.931 -4.860
H32 -2.056 1.393 2.472
H33 0.588 4.704 -7.596
H34 0.680 -5.146 -10.188
H35 -3.483 1.399 1.473
H36 2.551 4.853 -6.062
H37 -2.602 2.783 -0.138

Calculated values
multiplicity: 4
expectation value of S²: 3.775
charge: 0

---

| no. | energy (hartree) |
| --- | --- |
| 1 | -5417.502613 |
| 2 | -3655.749351 |
| 3 | -4108.541879 |